[1]
Entry from the Open Molecules 2025 dataset: a structure of composition C8H12Al in a non-equilibrium geometry (the ωB97M-V functional and the def2-TZVPD basis).

Geometry (Å):
1 C -0.975 -2.945 1.464
2 C -0.485 -1.743 0.651
3 C -1.409 -0.761 0.327
4 C -0.993 0.328 -0.397
5 C 0.327 0.449 -0.816
6 C 0.695 1.691 -1.573
7 Al 0.729 3.238 -0.183
8 C 1.231 -0.543 -0.507
9 C 0.805 -1.636 0.231
10 H -0.931 -2.770 2.545
11 H -2.021 -3.113 1.191
12 H -0.353 -3.803 1.188
13 H -2.450 -0.800 0.640
14 H -1.719 1.103 -0.622
15 H -0.080 1.911 -2.320
16 H 1.666 1.591 -2.074
17 H 2.000 2.936 0.785
18 H 0.809 4.686 -0.884
19 H -0.621 3.041 0.697
20 H 2.258 -0.448 -0.847
21 H 1.518 -2.413 0.505

Output
* charge: -1
* 2S+1: 1

natural (NBO) population analysis, charges in e, atoms 1 to 5: atom 1 (C): -0.61, atom 2 (C): -0.08, atom 3 (C): -0.24, atom 4 (C): -0.15, atom 5 (C): -0.01



[2]
Entry from the Open Molecules 2025 dataset: the ion C4H10N3 with charge +1 in a non-equilibrium geometry (the ωB97M-V functional and the def2-TZVPD basis).

Geometry (Å):
1 H -2.296 1.156 -1.169
2 N -2.713 0.250 -1.157
3 C -2.454 -0.280 -0.030
4 C -1.428 0.081 1.000
5 N -0.252 0.521 0.279
6 C 0.837 -0.118 -0.080
7 C 1.962 0.586 -0.703
8 N 0.914 -1.441 0.117
9 H -3.166 -1.031 0.255
10 H -1.929 0.989 1.628
11 H -1.297 -0.801 1.744
12 H -0.197 1.598 0.079
13 H 1.485 1.499 -1.250
14 H 2.703 -0.052 -1.116
15 H 2.531 1.078 0.049
16 H 1.651 -2.026 -0.124
17 H 0.284 -1.762 0.899

Output
* charge: +1
* energy above the lowest of the compared OMol25 structures with the same formula, charge and spin: 46.1 kcal/mol
* 2S+1: 1
* SMILES: [H]/N=C\C/[NH+]=C(/C)N

natural (NBO) population analysis, charges in e, atoms 1 to 5: atom 1 (H): 0.31, atom 2 (N): -0.53, atom 3 (C): 0.10, atom 4 (C): -0.33, atom 5 (N): -0.53



[3]
Entry from the Open Molecules 2025 dataset: the molecule C4H6N2 in a non-equilibrium geometry (the ωB97M-V functional and the def2-TZVPD basis).

Geometry (Å):
1 C -1.681 -0.360 0.026
2 C -0.250 0.072 0.031
3 C 0.301 1.354 0.287
4 N 1.585 1.518 0.250
5 N 2.004 -0.134 -0.140
6 C 0.829 -0.748 -0.215
7 H -2.314 0.335 -0.534
8 H -1.769 -1.339 -0.459
9 H -2.097 -0.458 1.035
10 H -0.140 2.338 0.516
11 H 2.808 -0.769 -0.342
12 H 0.725 -1.809 -0.456

Output
* energy above the lowest of the compared OMol25 structures with the same formula, charge and spin: 55.8 kcal/mol
* 2S+1: 1
* SMILES: Cc1cn[nH]c1

natural (NBO) population analysis, charges in e, atoms 1 to 5: atom 1 (C): -0.61, atom 2 (C): -0.22, atom 3 (C): -0.02, atom 4 (N): -0.19, atom 5 (N): -0.50



[4]
Entry from the Open Molecules 2025 dataset: a structure of composition C6H12N2O4 in a non-equilibrium geometry (the ωB97M-V functional and the def2-TZVPD basis).

Geometry (Å):
1 C -1.692 -0.697 0.124
2 C -0.329 -0.658 -0.623
3 C -2.521 0.297 -0.453
4 C 1.846 0.391 -0.490
5 C 2.842 -0.516 0.112
6 C 2.228 1.837 -0.082
7 H -0.872 -1.284 1.758
8 H -2.337 -0.399 2.097
9 H -2.285 -1.685 -0.051
10 H -2.166 1.249 -0.098
11 H -2.694 0.288 -1.479
12 H -4.740 0.353 -0.786
13 H 0.266 0.173 1.072
14 H 1.881 0.452 -1.586
15 H 1.701 2.624 -0.678
16 H 3.189 1.983 -0.497
17 H 2.259 2.183 1.073
18 H 2.312 -2.704 0.283
19 N -1.446 -0.469 1.599
20 N 0.565 0.089 0.076
21 O -0.130 -1.096 -1.764
22 O -3.905 -0.032 0.030
23 O 4.105 -0.624 0.371
24 O 1.920 -1.754 -0.005

Output
* energy above the lowest of the compared OMol25 structures with the same formula, charge and spin: 107.7 kcal/mol
* 2S+1: 1

natural (NBO) population analysis, charges in e, atoms 1 to 5: atom 1 (C): -0.17, atom 2 (C): 0.69, atom 3 (C): -0.08, atom 4 (C): -0.19, atom 5 (C): 0.81



[5]
Entry from the Open Molecules 2025 dataset: a cluster of 2 separate species, C26H22F5N4O in total in a non-equilibrium geometry (the ωB97M-V functional and the def2-TZVPD basis).

Geometry (Å):
1 C 2.950 -1.059 3.670
2 N 2.534 -2.071 2.714
3 C 3.218 -3.271 2.578
4 C 2.569 -3.997 1.646
5 N 1.479 -3.250 1.218
6 C 0.526 -3.747 0.269
7 C 0.956 -4.077 -1.008
8 F 2.265 -3.910 -1.318
9 C 0.056 -4.508 -1.978
10 F 0.485 -4.836 -3.216
11 C -1.300 -4.581 -1.658
12 F -2.207 -4.837 -2.625
13 C -1.730 -4.351 -0.348
14 F -3.045 -4.424 -0.046
15 C -0.799 -3.979 0.617
16 F -1.183 -3.805 1.905
17 C 1.488 -2.050 1.842
18 C 0.471 -0.971 1.765
19 C -0.372 -0.872 0.565
20 C -1.593 -0.292 0.675
21 C -2.683 -0.526 -0.256
22 C -4.030 -0.346 0.138
23 C -5.076 -0.668 -0.720
24 C -4.804 -1.204 -1.987
25 C -3.477 -1.405 -2.382
26 C -2.427 -1.029 -1.546
27 O 0.335 -0.186 2.730
28 H 2.264 -0.211 3.637
29 H 2.947 -1.496 4.678
30 H 3.976 -0.740 3.439
31 H 4.098 -3.516 3.148
32 H 2.777 -4.980 1.269
33 H 0.059 -1.209 -0.380
34 H -1.822 0.301 1.563
35 H -4.226 0.030 1.143
36 H -6.109 -0.509 -0.407
37 H -5.618 -1.457 -2.667
38 H -3.247 -1.845 -3.354
39 H -1.395 -1.108 -1.889
40 C 3.019 5.330 -1.639
41 N 1.787 5.427 -0.877
42 C 1.513 6.752 -0.347
43 C 0.959 4.356 -0.667
44 C 0.119 4.292 0.477
45 C -0.647 3.139 0.668
46 N -0.706 2.153 -0.224
47 C 0.034 2.223 -1.329
48 C 0.917 3.273 -1.587
49 H 3.239 4.290 -1.908
50 H 2.962 5.942 -2.553
51 H 3.859 5.729 -1.045
52 H 0.525 6.797 0.126
53 H 2.284 7.047 0.383
54 H 1.551 7.494 -1.163
55 H 0.083 5.078 1.231
56 H -1.243 3.013 1.572
57 H -0.079 1.407 -2.045
58 H 1.514 3.249 -2.499

Output
* charge: +1
* energy above the lowest of the compared OMol25 structures with the same formula, charge and spin: 0.0 kcal/mol
* 2S+1: 1

natural (NBO) population analysis, charges in e, atoms 1 to 5: atom 1 (C): -0.43, atom 2 (N): -0.25, atom 3 (C): -0.02, atom 4 (C): -0.02, atom 5 (N): -0.30



[6]
Entry from the Open Molecules 2025 dataset: a cluster of 4 separate species, C3H16NO4 in total in a non-equilibrium geometry (the ωB97M-V functional and the def2-TZVPD basis).

Geometry (Å):
1 C -1.402 -0.542 0.980
2 C -1.237 -1.938 0.553
3 C -0.068 -2.683 -0.357
4 O 0.282 -1.620 -1.299
5 N -0.772 0.537 -0.034
6 H -0.929 -0.405 2.034
7 H -2.389 -0.038 1.411
8 H -1.147 -2.530 1.576
9 H -2.178 -2.420 0.242
10 H 0.713 -3.103 0.219
11 H -0.564 -3.455 -0.849
12 H 0.382 -1.986 -2.135
13 H -1.096 1.528 0.198
14 H -1.150 0.440 -0.973
15 H 0.280 0.561 0.110
16 H 0.424 3.446 -1.878
17 H 1.421 2.491 -2.134
18 O 0.794 2.692 -1.429
19 H 0.043 2.753 2.250
20 H -1.472 2.399 2.347
21 O -0.470 1.931 2.359
22 H 2.903 0.375 -1.382
23 H 2.694 1.071 -0.156
24 O 2.358 0.257 -0.592

Output
* charge: +1
* energy above the lowest of the compared OMol25 structures with the same formula, charge and spin: 70.1 kcal/mol
* 2S+1: 1

natural (NBO) population analysis, charges in e, atoms 1 to 5: atom 1 (C): -0.24, atom 2 (C): -0.50, atom 3 (C): -0.02, atom 4 (O): -0.75, atom 5 (N): -0.71



| no. | gap between HOMO and LUMO (eV) | highest occupied orbital energy (eV) |
| --- | --- | --- |
| 1 | 7.43 | -3.997 |
| 2 | 10.28 | -13.885 |
| 3 | 9.26 | -8.303 |
| 4 | 9.93 | -9.596 |
| 5 | 5.88 | -10.017 |
| 6 | 10.81 | -13.937 |